Entry from OMol25: a 4-piece molecular cluster, C2H12N2O4 overall in a non-equilibrium geometry (wB97M-V/def2-TZVPD).

SMILES: NCNC=O.O.O.O

Cartesian coordinates (Å):
N: -2.383 0.598 -0.260
C: -2.617 2.069 -0.595
N: -1.722 2.780 0.271
C: -0.493 3.049 -0.276
O: -0.011 2.361 -1.144
H: -2.174 0.357 0.734
H: -1.554 0.290 -0.874
H: -3.719 2.331 -0.613
H: -2.301 2.159 -1.705
H: -2.142 3.441 0.878
H: 0.207 3.722 0.130
O: -0.681 -3.483 2.569
H: -1.531 -2.942 2.372
H: -0.911 -4.011 3.240
O: 5.761 -1.908 -0.623
H: 6.589 -2.268 -0.847
H: 5.576 -1.249 -1.309
O: 0.929 -3.251 -0.401
H: 1.339 -2.828 0.300
H: 0.039 -3.117 -0.355

Results of the Mulliken charge analysis, in e, for atoms 1 through 5: -0.649, -0.349, -0.208, -0.084, -0.527

***

Entry from OMol25: C2H12N3STc as an isolated structure in a non-equilibrium geometry (wB97M-V/def2-TZVPD).

Expectation value of S²: 3.77
Net charge: +1
2S+1: 4

Cartesian coordinates (Å):
C: 0.279 -1.504 -2.627
Tc: -0.130 -0.081 -1.292
N: -1.844 1.203 -0.649
H: -1.222 -0.885 -0.493
H: -2.463 0.788 0.058
H: -0.959 0.631 -2.401
H: -0.641 -1.911 -3.138
H: 0.560 -2.151 -1.757
H: 1.155 -1.244 -3.285
H: -1.597 2.163 -0.375
H: -2.432 1.318 -1.484
N: 2.257 -0.101 2.493
C: 1.078 -0.055 1.864
N: 0.208 0.911 2.179
S: 0.672 -1.217 0.649
H: 2.496 0.553 3.225
H: 2.919 -0.820 2.245
H: -0.718 0.907 1.798
H: 0.382 1.496 2.989

Results of the Mulliken charge analysis, in e, for atoms 1 through 5: -0.841, 0.216, -0.857, 0.190, 0.326

***

Entry from OMol25: a 3-piece molecular cluster, C2H12NO2 overall (wB97M-V/def2-TZVPD).

Net charge: +1

Cartesian coordinates (Å):
C: -1.213 0.918 0.691
N: 0.260 1.059 0.578
C: 1.005 0.042 1.406
H: -1.508 -0.091 0.439
H: -1.687 1.640 0.031
H: -1.542 1.118 1.701
H: 0.510 0.897 -0.410
H: 0.535 2.002 0.849
H: 0.523 -0.911 1.228
H: 2.043 0.058 1.117
H: 0.898 0.326 2.452
H: -1.188 -2.472 -0.855
H: -1.692 -1.760 -2.096
O: -1.073 -1.659 -1.363
H: 0.748 -0.888 -1.888
H: 2.029 -0.099 -2.282
O: 1.351 -0.179 -1.599

Results of the Mulliken charge analysis, in e, for atoms 1 through 5: -0.831, -0.096, -0.846, 0.322, 0.345

***

Entry from OMol25: a 3-piece molecular cluster, C2H12NO2 overall in a non-equilibrium geometry (wB97M-V/def2-TZVPD).

Net charge: +1

Cartesian coordinates (Å):
C: -0.650 1.918 0.714
C: 0.185 1.369 -0.429
N: 0.221 -0.151 -0.320
H: -1.279 1.230 1.278
H: -1.342 2.639 0.260
H: -0.083 2.305 1.482
H: 1.197 1.792 -0.729
H: -0.450 1.391 -1.352
H: -0.752 -0.404 -0.356
H: 0.720 -0.579 -1.023
H: 0.684 -0.542 0.568
H: 1.348 -1.366 2.578
H: 0.113 -0.149 2.680
O: 0.650 -0.822 2.204
H: -0.046 -2.999 -3.314
H: -0.330 -3.156 -1.785
O: -0.187 -2.476 -2.455

Results of the Mulliken charge analysis, in e, for atoms 1 through 5: -1.208, -0.286, -0.293, 0.360, 0.321

***

Listing M for the structures above in their given order: 128.13; 208.21; 82.12; 82.12 g/mol.
Listing relative energy (zero: lowest compared OMol25 entry of this formula, charge and spin) for the structures above in their given order: 70.4; 18.2; 5.7; 29.2 kcal per mole.